# 1
The following is a quantum chemistry calculation of a structure of composition C43H32NO9P2S2Zr in a non-equilibrium geometry, from the Open Molecules 2025 dataset.

Cartesian coordinates (Å):
Zr1 -0.4643 -1.3539 -0.6074
O1 -2.6788 1.6103 1.8821
S1 -1.2994 1.1888 1.4809
C1 -0.3615 0.9300 3.0095
C2 -0.8703 1.4540 4.2046
C3 -0.1057 1.2267 5.3890
C4 1.1460 0.6456 5.3849
C5 1.6297 0.1842 4.1511
C6 0.9272 0.3513 2.9460
P1 1.6071 -0.3791 1.3949
C7 2.3965 -1.9071 1.9053
C8 3.6756 -2.4098 1.5354
C9 4.1886 -3.5855 2.0552
C10 3.4096 -4.2991 2.9822
C11 2.1752 -3.8037 3.3657
C12 1.6542 -2.6091 2.8727
C13 2.9602 0.7334 0.8677
C14 3.3163 1.8467 1.6093
C15 4.4730 2.5534 1.2779
C16 5.2834 2.0857 0.2434
C17 4.9049 0.9551 -0.5266
C18 3.7367 0.2918 -0.2019
C19 -0.3414 2.6187 0.9194
C20 -0.3250 3.7212 1.7444
C21 0.2876 4.9141 1.3368
C22 0.8046 4.9551 0.0901
C23 0.9546 3.8220 -0.7111
C24 0.3366 2.6232 -0.3168
P2 -0.2165 1.3020 -1.5061
C25 -1.9500 1.5712 -1.9542
C26 -2.3607 0.8629 -3.0724
C27 -3.6891 1.0119 -3.5004
C28 -4.6139 1.8461 -2.8469
C29 -4.1488 2.5109 -1.7084
C30 -2.8249 2.4865 -1.3358
C31 0.6924 1.6181 -3.0724
C32 1.7586 0.8343 -3.4695
C33 2.3224 0.9404 -4.7197
C34 1.8940 1.9256 -5.5846
C35 0.7682 2.7414 -5.2103
C36 0.1284 2.5381 -3.9994
H1 -1.8742 1.8400 4.1798
H2 -0.5106 1.5120 6.3351
H3 1.6807 0.4813 6.3123
H4 2.6861 -0.1008 4.0676
H5 4.2366 -1.7648 0.7959
H6 5.1905 -3.9174 1.8900
H7 3.8598 -5.2153 3.4416
H8 1.5904 -4.2198 4.1780
H9 0.6559 -2.2998 3.0815
H10 2.6792 2.1458 2.4475
H11 4.6940 3.4889 1.8210
H12 6.1931 2.5987 -0.0684
H13 5.5501 0.5698 -1.3110
H14 3.4904 -0.6692 -0.6696
H15 -0.8977 3.6688 2.6931
H16 0.3085 5.7877 1.9757
H17 1.1348 5.9362 -0.2880
H18 1.4501 3.8080 -1.6681
H19 -1.6691 0.2589 -3.6592
H20 -3.9790 0.4017 -4.3454
H21 -5.6908 1.8141 -3.1099
H22 -4.8516 3.1749 -1.0850
H23 -2.6092 3.0139 -0.4254
H24 2.1774 0.0679 -2.7988
H25 3.0829 0.2846 -5.0890
H26 2.3786 2.1493 -6.4888
H27 0.3282 3.5186 -5.8791
H28 -0.6808 3.1716 -3.6385
O2 -1.0215 -2.1344 1.2258
C37 -2.0608 -2.8953 1.4678
C38 -3.0572 -3.1133 0.5226
C39 -3.8859 -4.1990 0.6517
C40 -4.9590 -4.4355 -0.2221
C41 -5.2218 -3.5863 -1.3079
C42 -4.4502 -2.4388 -1.4325
C43 -3.2882 -2.2185 -0.6508
O3 -2.5371 -1.1857 -0.9363
N1 -5.7676 -5.5475 0.0544
O4 -6.6963 -5.8476 -0.7197
O5 -5.5014 -6.1698 1.1562
H29 -2.1139 -3.4775 2.3677
H30 -3.7654 -4.9108 1.4867
H31 -6.1591 -3.8174 -1.8602
H32 -4.7159 -1.7158 -2.1883
O6 -0.1128 -3.5821 -1.1046
S2 0.7314 -2.9518 -2.1966
O7 1.4377 -3.8631 -3.1003
O8 1.6435 -1.9981 -1.3685
O9 -0.2837 -1.9712 -2.8448

Total charge: +1
HOMO level: -11.3 eV
Multiplicity: 1
Calculated total energy: -3915.628828 hartree

# 2
The following is a quantum chemistry calculation of a cluster of 4 separate species, C5H18NO4 in total in a non-equilibrium geometry, from the Open Molecules 2025 dataset.

Cartesian coordinates (Å):
O1 0.2394 2.2034 2.6380
C1 -0.1761 1.3575 1.9345
C2 0.5221 0.9944 0.6655
C3 -0.2745 1.7945 -0.3688
C4 0.3588 1.9742 -1.7497
C5 -1.6671 1.1971 -0.6179
N1 0.6390 -0.4840 0.3481
H1 -1.0462 0.6657 2.1624
H2 1.6484 1.3237 0.8751
H3 -0.5025 2.9105 -0.0419
H4 0.1417 3.0012 -2.2026
H5 -0.2167 1.2189 -2.3953
H6 1.3760 1.5977 -1.7637
H7 -2.1053 1.4781 -1.5099
H8 -2.3291 1.7384 -0.0037
H9 -1.8484 0.0183 -0.5232
H10 1.5948 -0.9067 0.1715
H11 0.1128 -0.9997 1.0260
H12 0.1661 -0.5348 -0.5767
H13 2.6950 -2.0249 -2.0144
H14 1.4622 -2.9091 -1.9703
O2 1.7380 -2.0100 -2.0938
H15 1.3861 -2.9262 1.9725
H16 1.1518 -3.9556 0.8896
O3 1.2974 -3.0152 1.1047
H17 -1.9820 -1.7659 1.9508
H18 -2.5295 -0.5903 0.9445
O4 -1.8521 -1.3513 1.1486

Total charge: +1
HOMO level: -13.7 eV
Multiplicity: 1
Calculated total energy: -556.697571 hartree

# 3
The following is a quantum chemistry calculation of a cluster of 2 separate species, CHClFNS in total in a non-equilibrium geometry, from the Open Molecules 2025 dataset.

Cartesian coordinates (Å):
C1 0.9369 0.5730 0.1581
N1 -0.8337 -0.7779 0.1983
F1 1.3407 0.3163 1.3688
S1 1.2492 1.6616 -0.8948
Cl1 -2.2656 -0.1991 -0.5864
H1 -0.4274 -1.5739 -0.2441

Total charge: 0
HOMO level (spin up / spin down): -8.8 / -9.2 eV
Multiplicity: 1
Calculated total energy: -1051.537897 hartree

# 4
The following is a quantum chemistry calculation of the molecule C5H6O2S in a non-equilibrium geometry, from the Open Molecules 2025 dataset.

Cartesian coordinates (Å):
C1 -2.6861 0.6632 1.2275
C2 -1.2900 0.1717 0.8000
C3 -0.4312 -0.5507 1.4541
C4 0.7733 -0.8382 0.5890
C5 0.3483 -0.0964 -0.6678
H1 -3.4432 0.3031 0.5329
H2 -2.9544 0.3372 2.2204
H3 -2.7249 1.7497 1.1562
H4 -0.6358 -0.9823 2.4898
H5 0.8873 -1.9143 0.4077
H6 1.8477 0.4888 1.3997
O1 2.0495 -0.4041 1.0261
O2 -0.8410 0.5281 -0.4550
S1 1.0669 0.1830 -2.0745

Total charge: 0
HOMO level: -8.9 eV
SMILES string: CC1=C[C@H](O)C(=S)O1
Multiplicity: 1
Calculated total energy: -742.745050 hartree

# 5
The following is a quantum chemistry calculation of a structure of composition C14H19N3O3S2 in a non-equilibrium geometry, from the Open Molecules 2025 dataset.

Cartesian coordinates (Å):
C1 1.4398 2.4023 2.3207
N1 1.6056 1.5396 1.0673
C2 0.6724 1.7351 0.0735
N2 0.5617 0.8942 -1.0148
C3 1.5217 -0.1516 -1.2930
C4 2.4129 -0.2555 -0.1510
C5 2.4272 0.4875 1.1683
O1 3.3096 0.5644 1.7720
S1 3.5580 -1.4010 -0.6896
C6 2.6059 -2.0115 -2.0276
H1 1.9641 -2.6522 -1.6711
C7 1.5170 -0.7240 -2.4736
H2 2.0583 -0.3838 -3.2863
H3 0.6728 -1.1019 -2.6701
H4 3.2205 -2.2529 -2.9626
S2 -0.8301 2.7858 0.4855
C8 -1.7644 2.4454 -1.0667
H5 -2.3859 3.4902 -1.1309
H6 -1.0356 2.5565 -2.0331
C9 -2.8149 1.5027 -0.8002
O2 -3.9782 1.6334 -0.6700
N3 -2.3534 0.3481 -1.0195
H7 -1.2379 0.3456 -1.2832
C10 -2.9654 -0.9369 -0.6919
H8 -2.6989 -1.5512 -1.8905
H9 -3.8925 -0.7710 -0.8394
C11 -2.4437 -1.7368 0.4851
C12 -0.9095 -1.7261 0.5329
H10 -0.4808 -1.1597 1.2281
C13 -0.8706 -3.2882 1.3469
H11 -0.5575 -3.9191 0.5445
C14 -2.4042 -3.5064 1.5375
H12 -2.5358 -3.0519 2.6948
O3 -3.1565 -2.8950 0.6955
H13 -2.7122 -4.5920 1.6207
H14 -0.2121 -3.0428 2.1841
H15 -0.4939 -1.9529 -0.6076
H16 -2.7134 -0.8081 1.5448
H17 1.4344 3.4940 1.9572
H18 2.1198 2.2694 2.9658
H19 0.5346 2.1636 2.9348

Total charge: 0
HOMO level: -7.7 eV
Multiplicity: 1
Calculated total energy: -1730.796033 hartree

# 6
The following is a quantum chemistry calculation of the molecule C3H4BrNS in a non-equilibrium geometry, from the Open Molecules 2025 dataset.

Cartesian coordinates (Å):
C1 -0.6011 -0.4979 0.1153
C2 0.7009 -0.8253 0.0917
C3 -1.2265 0.8963 -0.0589
N1 1.6651 -0.0566 -0.1672
S1 -0.0643 2.2661 0.0626
Br1 3.4169 -0.4173 0.0476
H1 -1.3830 -1.1974 0.4289
H2 0.8721 -1.9043 0.1917
H3 -1.1937 0.7705 -1.1448
H4 -2.1864 0.9659 0.4331

Total charge: 0
HOMO level (spin up / spin down): -7.8 / -7.9 eV
Multiplicity: 1
Calculated total energy: -3143.472560 hartree

# 7
The following is a quantum chemistry calculation of the molecule C6H12N6O3 in a non-equilibrium geometry, from the Open Molecules 2025 dataset.

Cartesian coordinates (Å):
C1 -1.2284 -0.7074 -3.6794
C2 0.1272 -0.1690 -1.7354
C3 -0.7686 -0.3028 0.3103
C4 -1.8778 -0.8605 2.5795
C5 1.3589 0.4053 0.0382
C6 2.7452 1.5969 1.7583
H1 -2.3363 0.5100 -2.6482
H2 -1.6567 -1.5805 -3.2222
H3 -1.1068 -1.0074 -4.7190
H4 0.7806 0.0333 -3.5916
H5 -2.6905 -0.5957 0.6548
H6 -1.5540 0.0290 3.1216
H7 -2.9541 -1.1356 2.7780
H8 -0.2297 -1.7421 2.7547
H9 3.3218 1.1627 -0.1571
H10 3.8311 1.6986 1.9239
H11 2.4071 2.6491 1.7388
H12 1.2702 0.8156 2.6713
N1 0.0640 -0.4467 -3.0472
N2 -1.0046 -0.3107 -1.0119
N3 -1.7951 -0.6089 1.1566
N4 0.3802 0.0451 0.8953
N5 2.5561 0.9139 0.5067
N6 1.3536 0.2541 -1.2719
O1 -2.0759 0.4043 -3.5792
O2 -1.1478 -1.9851 2.9396
O3 2.2302 0.9344 2.8356

Total charge: 0
HOMO level: -9.2 eV
SMILES string: OCNc1nc(NCO)nc(NCO)n1
Multiplicity: 1
Calculated total energy: -790.135878 hartree

# 8
The following is a quantum chemistry calculation of a structure of composition C35H29N9OReS2 in a non-equilibrium geometry, from the Open Molecules 2025 dataset.

Cartesian coordinates (Å):
Re1 0.1742 -0.4948 -0.2827
C1 -5.7722 2.1009 -1.4038
C2 -4.6160 1.6435 -0.5829
C3 -3.7816 2.5404 0.0844
C4 -2.6305 2.1090 0.7120
C5 -2.2478 0.7621 0.6803
N1 -1.0221 0.3153 1.1994
C6 -0.7978 0.5426 2.5211
C7 -1.8454 1.0132 3.3571
C8 -1.6693 1.3002 4.6859
C9 -0.4401 1.0676 5.3117
C10 -0.2329 1.3136 6.7647
C11 0.5851 0.5562 4.5280
C12 0.4514 0.3218 3.1638
N2 1.5986 -0.1104 2.4757
C13 2.8659 0.0433 2.9130
C14 3.6991 -0.6221 2.0429
C15 2.8533 -1.1500 1.0786
N3 1.5868 -0.8328 1.3456
C16 -3.1040 -0.1426 0.0322
C17 -4.2754 0.2964 -0.5669
N4 -2.7292 -1.4948 -0.1330
C18 -3.5737 -2.5387 -0.1943
C19 -2.8866 -3.6048 -0.7338
C20 -1.6081 -3.1147 -0.9862
N5 -1.5075 -1.8469 -0.5887
H1 -6.1467 3.0656 -1.0777
H2 -5.4517 2.2004 -2.4422
H3 -6.5781 1.3736 -1.3855
H4 -4.0228 3.5927 0.0938
H5 -1.9731 2.8162 1.1960
H6 -2.8252 1.1421 2.9225
H7 -2.5056 1.6794 5.2540
H8 -0.8708 2.1166 7.1230
H9 -0.4753 0.4129 7.3309
H10 0.8019 1.5707 6.9743
H11 1.5162 0.3189 5.0163
H12 3.1182 0.6291 3.7717
H13 4.7643 -0.7093 2.0815
H14 3.1259 -1.7283 0.2206
H15 -4.9074 -0.4149 -1.0779
H16 -4.5793 -2.4627 0.1705
H17 -3.2503 -4.5939 -0.9287
H18 -0.7955 -3.6241 -1.4605
N6 2.7268 -3.0819 -2.7233
C21 2.9523 -1.9596 -3.4720
C22 3.7484 -1.7644 -4.5892
C23 3.8103 -0.4841 -5.0937
C24 3.0822 0.5503 -4.5061
C25 2.2785 0.3503 -3.4053
C26 2.2052 -0.9301 -2.8572
N7 1.5474 -1.4572 -1.7596
C27 1.9038 -2.7415 -1.7069
C28 1.5430 -3.6790 -0.6737
C29 1.8846 -5.0115 -0.6274
S1 1.2451 -5.7529 0.7673
C30 0.5732 -4.2247 1.2137
N8 0.8004 -3.2627 0.3913
H19 3.1173 -3.9937 -2.9077
H20 4.3049 -2.5749 -5.0301
H21 4.4318 -0.2747 -5.9475
H22 3.1538 1.5416 -4.9224
H23 1.7381 1.1813 -3.0000
H24 2.4600 -5.5825 -1.3250
H25 0.0083 -4.1130 2.1182
O1 1.4612 1.3022 -0.1590
N9 1.2273 2.3248 -0.9452
C31 2.0703 3.3703 -0.8658
C32 1.9352 4.4616 -1.6847
C33 0.8931 4.4949 -2.6112
C34 0.0257 3.4273 -2.6700
C35 0.2033 2.3226 -1.8343
S2 -0.8017 0.9214 -2.0141
H26 2.8499 3.2687 -0.1273
H27 2.6307 5.2783 -1.6002
H28 0.7650 5.3390 -3.2691
H29 -0.7940 3.3952 -3.3695

Total charge: +2
HOMO level (spin up / spin down): -12.1 / -12.3 eV
Multiplicity: 4
Calculated total energy: -2793.386386 hartree